Entry 1:
Formula: C2H5N2S
Source: OMol25
Level of theory: the ωB97M-V functional and the def2-TZVPD basis

Summary:
lowest unoccupied orbital energy	-4.3	eV
HOMO energy	-14.1806	eV
charge	+1
energy above the lowest of the compared OMol25 structures with the same formula, charge and spin	1.638	eV

The geometry in XYZ format:
```
10
Properties=species:S:1:pos:R:3:forces:R:3:mulliken_charge:R:1
C 0.912270 -0.641260 -0.095733 1.1 -1.6 0.1 0.30
C 0.130662 0.469923 0.398555 2.2 1.1 1.3 -0.50
N 0.992287 -1.870780 0.061459 -0.5 0.1 0.4 -0.45
N -1.158933 0.697428 -0.184530 -2.2 -1.2 0.5 -0.29
S 1.632587 0.876737 -0.628452 -0.7 0.0 0.4 0.00
H 0.173879 0.696475 1.501610 -0.1 -0.2 -1.3 0.46
H 1.753823 -2.506340 -0.208233 -0.2 1.0 -0.4 0.31
H -1.093611 0.555451 -1.240052 -0.7 -0.9 1.5 0.41
H -1.554409 1.631358 -0.124292 0.3 0.6 0.5 0.33
H -1.788555 0.091007 0.519667 0.7 1.0 -3.0 0.43
```
Positions in Å, forces in eV/Å.

---

Entry 2:
Formula: C24H34N3ReS5
Source: OMol25
Level of theory: the ωB97M-V functional and the def2-TZVPD basis

Summary:
lowest unoccupied orbital energy (alpha / beta)	-9.5 / -10.5	eV
2S+1	2
HOMO energy (alpha / beta)	-16.4248 / -16.7291	eV
charge	+3
energy above the lowest of the compared OMol25 structures with the same formula, charge and spin	0.000	eV

The geometry in XYZ format:
```
67
Properties=species:S:1:pos:R:3:forces:R:3:lowdin_spin:R:1
Re -0.339195 1.343691 0.212201 0.1 -0.3 0.1 0.75
C -0.791752 2.091986 3.504104 0.0 0.0 0.0 0.00
C 0.476968 2.853950 3.168709 0.0 0.0 0.0 0.00
S 1.342167 1.940623 1.857854 0.0 0.0 0.0 0.03
C 2.434932 3.172203 1.093143 0.0 0.0 0.0 0.01
C 2.775656 2.670195 -0.296981 0.0 0.0 0.0 0.00
S 1.334901 2.177110 -1.313110 0.0 0.0 -0.1 0.01
C 0.760050 3.758140 -2.022880 0.0 0.0 0.0 0.00
C -0.031134 4.618918 -1.054610 0.0 0.0 0.0 0.00
S -1.373691 3.559037 -0.459502 0.0 0.0 0.0 0.01
C -2.016663 4.321279 1.053658 0.0 0.0 0.0 0.00
C -2.802684 3.229815 1.763706 0.0 0.0 0.0 0.00
S -1.868748 1.697183 2.084567 0.1 0.0 -0.1 0.00
H -1.396860 2.629064 4.235583 0.0 0.0 0.0 0.00
H -0.561942 1.112708 3.929272 0.0 0.0 0.0 0.00
H 1.128429 2.889176 4.042246 0.0 0.0 0.0 0.00
H 0.283314 3.872305 2.838130 0.0 0.0 0.0 0.00
H 3.342116 3.243083 1.693703 0.0 0.0 0.0 0.00
H 1.943332 4.142731 1.086925 0.0 0.0 0.0 0.00
H 3.388449 1.768745 -0.243841 0.0 0.0 0.0 0.00
H 3.335136 3.410877 -0.869181 0.0 0.0 0.0 0.00
H 0.149162 3.468921 -2.879578 0.0 0.0 0.0 0.00
H 1.640776 4.275008 -2.404881 0.0 0.0 0.0 0.00
H -0.467902 5.467717 -1.581696 0.0 0.0 0.0 0.00
H 0.568310 4.989307 -0.226110 0.0 0.0 0.0 0.00
H -2.686343 5.134023 0.770769 0.0 0.0 0.0 0.00
H -1.206279 4.727359 1.654638 0.0 0.0 0.0 0.00
H -3.652007 2.902599 1.160537 0.0 0.0 0.0 0.00
H -3.197911 3.572325 2.720687 0.0 0.0 0.0 0.00
C -2.410747 -3.119674 -2.777322 0.0 0.0 0.0 0.00
N -2.311488 -1.940730 -1.902356 0.0 0.0 0.0 0.00
C -1.695473 -0.794633 -2.122971 -0.1 0.0 0.0 0.01
S -2.237132 0.561712 -1.130756 0.0 -0.1 -0.1 0.03
N -0.766997 -0.608831 -3.043673 0.0 0.0 0.0 0.00
C -0.045270 -1.603507 -3.847459 0.0 0.0 0.0 0.00
H -3.311601 -3.655438 -2.493404 0.0 0.0 0.0 0.00
H -1.555595 -3.780940 -2.658481 0.0 0.0 0.0 0.00
H -2.511518 -2.814193 -3.814796 0.0 0.0 0.0 0.00
H -2.937759 -1.923214 -1.111124 0.0 0.0 0.0 0.00
H -0.547150 0.357367 -3.220118 0.0 0.0 0.0 0.00
H 0.195940 -2.470962 -3.239219 0.0 0.0 0.0 0.00
H 0.888030 -1.147620 -4.165607 0.0 0.0 0.0 0.00
H -0.609838 -1.897432 -4.728825 0.0 0.0 0.0 0.00
N 0.144121 -0.407018 0.332794 0.0 0.5 0.2 -0.05
C 0.443578 -1.651054 0.469589 -0.1 -0.2 0.0 0.06
C 1.288844 -2.311742 -0.534747 0.0 0.1 0.0 0.00
C 1.086261 -3.661216 -0.838703 0.0 0.0 0.0 0.02
C 1.875509 -4.277537 -1.797441 0.0 0.0 0.0 0.00
C 2.877510 -3.560223 -2.440205 0.0 0.0 0.0 0.02
C 3.086859 -2.217267 -2.137863 0.0 0.0 0.0 0.00
C 2.288032 -1.592988 -1.198185 0.0 0.0 0.0 0.01
C -0.100704 -2.373209 1.624912 0.0 0.0 0.0 0.01
C -1.365799 -2.038576 2.125757 0.0 0.0 0.0 0.02
C -1.875143 -2.717613 3.216179 0.0 0.0 0.0 0.00
C -1.116423 -3.711645 3.829864 0.0 0.0 0.0 0.03
C 0.144652 -4.035745 3.346060 0.0 0.0 0.0 0.00
C 0.653131 -3.378930 2.238144 0.0 0.0 0.0 0.02
H 0.313338 -4.220788 -0.327270 0.0 0.0 0.0 0.00
H 1.722539 -5.322523 -2.031359 0.0 0.0 0.0 0.00
H 3.507177 -4.052217 -3.169727 0.0 0.0 0.0 0.00
H 3.884832 -1.673488 -2.625637 0.0 0.0 0.0 0.00
H 2.461493 -0.555208 -0.938113 0.0 0.0 0.0 0.00
H -1.961897 -1.282567 1.626742 0.0 0.0 0.0 0.00
H -2.865737 -2.488638 3.585674 0.0 0.0 0.0 0.00
H -1.514944 -4.239909 4.685766 0.0 0.0 0.0 0.00
H 0.730478 -4.804788 3.830453 0.0 0.0 0.0 0.00
H 1.638309 -3.627123 1.865398 0.0 0.0 0.0 0.00
```
Positions in Å, forces in eV/Å.

---

Entry 3:
Formula: C5H11IN3
Source: OMol25
Level of theory: the ωB97M-V functional and the def2-TZVPD basis

Summary:
lowest unoccupied orbital energy (alpha / beta)	-3.2 / -6.3	eV
2S+1	3
HOMO energy (alpha / beta)	-9.8737 / -13.2254	eV
charge	+1
energy above the lowest of the compared OMol25 structures with the same formula, charge and spin	0.000	eV

The geometry in XYZ format:
```
20
Properties=species:S:1:pos:R:3:forces:R:3:lowdin_spin:R:1
C 0.475869 -1.146618 -0.062345 -2.2 1.1 0.9 0.01
C 0.386192 1.363652 0.200451 2.3 0.4 -0.3 0.13
C -1.508860 -0.360824 1.204206 -2.7 -2.5 1.7 0.53
C 1.331356 -2.211882 -0.508426 0.7 -2.4 1.2 0.00
C -0.280961 2.130636 -0.892750 1.7 -0.7 -1.8 0.04
N 0.877754 0.023378 -0.439721 0.7 2.5 0.8 0.01
N -0.344400 1.180134 1.345919 1.1 1.6 -0.5 0.89
N -0.629105 -1.299630 0.692242 2.5 -0.9 -1.1 0.06
I -3.142357 -0.044485 -0.043090 -0.4 0.2 -0.1 0.22
H 1.292583 2.007297 0.487330 -0.4 -1.2 -0.3 0.06
H -1.777097 -0.536658 2.283493 0.2 0.2 -1.4 0.01
H 1.754999 -1.982564 -1.454676 0.7 0.3 -0.6 0.00
H 0.900652 -3.196732 -0.622196 -0.6 -0.1 0.1 0.00
H 2.081450 -2.356230 0.304374 -0.1 0.2 -0.8 0.00
H 0.531005 2.533938 -1.514048 -0.6 0.5 0.2 0.00
H -1.019850 2.791370 -0.601233 -1.0 1.9 0.8 0.00
H -0.782694 1.454260 -1.531655 -0.7 -0.9 -0.6 0.00
H 1.724972 0.000470 -1.025935 -0.7 0.6 0.6 0.00
H -1.040039 1.907464 1.395029 0.0 0.6 0.7 0.02
H -0.831471 -2.256974 0.783032 -0.5 -1.4 0.5 0.01
```
Positions in Å, forces in eV/Å.

---

Entry 4:
Formula: CrN6O18
Source: OMol25
Level of theory: the ωB97M-V functional and the def2-TZVPD basis

Summary:
lowest unoccupied orbital energy (alpha / beta)	2.4 / 1.0	eV
2S+1	5
HOMO energy (alpha / beta)	-3.3894 / -3.3857	eV
charge	-2
energy above the lowest of the compared OMol25 structures with the same formula, charge and spin	0.000	eV

The geometry in XYZ format:
```
25
Properties=species:S:1:pos:R:3:forces:R:3:lowdin_spin:R:1
Cr 0.060503 0.093174 0.598916 -1.1 1.9 0.6 3.00
N -3.221495 0.336500 0.247043 -3.0 -0.6 0.8 0.00
O -4.052014 0.900309 0.979376 -0.4 0.4 -0.7 -0.01
O -2.087263 0.298081 0.751598 3.9 -0.6 0.2 -0.02
O -3.546841 -0.271299 -0.766833 0.8 0.4 -0.1 0.00
N 2.691415 -0.480774 -1.717377 1.8 -0.2 2.0 -0.01
O 3.881902 -0.321382 -1.411704 -0.6 0.4 -0.2 0.09
O 1.788385 -0.146505 -0.950881 -0.8 0.8 1.1 0.15
O 2.390581 -1.062296 -2.722095 -0.8 -1.1 -2.6 0.20
N -0.815719 -2.204562 -1.951738 -0.7 0.7 0.1 -0.02
O 0.029491 -2.420662 -2.792607 2.1 -0.5 -1.9 0.33
O -0.439642 -1.532348 -0.993553 -0.3 0.3 1.5 0.19
O -1.932738 -2.610404 -2.126416 -0.9 -0.3 0.6 0.12
N 0.635979 -1.917097 2.491151 4.1 1.3 -0.9 0.00
O 1.072964 -2.521246 3.434980 -1.2 -1.1 0.9 0.01
O 1.316121 -1.573421 1.548515 7.6 -1.4 -4.4 0.05
O -0.350245 -1.295382 2.293871 -10.5 2.3 3.1 -0.01
N -0.411392 2.602087 -1.707697 -1.0 1.1 -2.7 0.00
O -1.497854 2.718125 -2.250667 -1.4 0.8 -0.7 0.00
O -0.281155 1.720660 -0.911129 0.6 -5.1 5.2 0.01
O 0.547945 3.260106 -2.005393 2.0 2.1 -0.7 0.01
N 1.055681 1.649861 2.548529 2.8 -0.2 0.1 0.00
O -0.109929 1.440100 2.427921 -6.7 -0.3 2.0 -0.06
O 1.704559 2.040852 3.495639 -0.9 0.4 0.0 0.00
O 1.570761 1.297524 1.490554 4.4 -1.3 -3.5 -0.05
```
Positions in Å, forces in eV/Å.

---

Entry 5:
Formula: C3H4BrNO2
Source: OMol25
Level of theory: the ωB97M-V functional and the def2-TZVPD basis

Summary:
lowest unoccupied orbital energy (alpha / beta)	-0.2 / -0.2	eV
HOMO energy (alpha / beta)	-8.0340 / -7.9576	eV
energy above the lowest of the compared OMol25 structures with the same formula, charge and spin	5.114	eV

The geometry in XYZ format:
```
11
Properties=species:S:1:pos:R:3:forces:R:3:mulliken_charge:R:1
C -0.159752 -1.591383 0.153664 -2.4 -2.7 3.9 0.73
C -1.261867 0.814315 -0.228857 -0.3 -0.1 0.0 -0.60
C 0.913830 1.039958 0.615193 1.0 0.4 2.6 -0.42
N 0.722779 -1.893663 -0.603096 0.9 -0.1 -0.8 -0.30
O -0.895231 -1.811634 1.065458 1.0 1.3 -1.9 -0.43
O -0.386835 0.919740 0.730613 0.1 1.1 1.3 -0.27
Br 1.362819 -1.027953 -2.010909 0.6 0.5 -1.3 0.00
H -0.814464 0.417176 -1.090422 -0.2 -0.1 -1.7 0.45
H -2.293331 0.698494 0.060231 0.1 -0.1 0.1 0.26
H 1.406374 1.214598 1.629008 -0.7 -0.3 -1.8 0.23
H 1.405677 1.220352 -0.320882 -0.1 0.0 -0.3 0.34
```
Positions in Å, forces in eV/Å.

---

Entry 6:
Formula: C35H46N2O27
Source: OMol25
Level of theory: the ωB97M-V functional and the def2-TZVPD basis

Summary:
lowest unoccupied orbital energy	0.5	eV
HOMO energy	-8.2727	eV

The geometry in XYZ format:
```
110
Properties=species:S:1:pos:R:3:forces:R:3:mulliken_charge:R:1
C 1.948896 4.519932 -0.094003 -0.1 -1.1 0.1 0.31
C 1.028462 4.760384 -1.268642 0.0 -0.1 -1.3 0.21
O -0.105122 5.297795 -0.613705 -1.6 -0.6 0.1 -0.45
C -0.213726 4.712556 0.592862 -0.2 0.1 0.1 0.88
O -1.216557 4.601572 1.235797 0.1 0.3 -0.1 -0.55
O 0.984334 4.286819 0.989601 1.0 0.2 -0.2 -0.36
H 2.635658 5.293740 0.146866 0.2 1.0 0.4 0.37
H 2.522704 3.608085 -0.189384 0.0 -0.2 -0.1 -0.32
H 0.873401 3.804964 -1.832215 -0.6 0.6 0.8 -0.26
H 1.171350 5.511897 -2.048759 1.2 0.0 0.3 0.36
C 2.745531 -1.897271 -3.739834 -0.6 0.9 0.8 0.84
C 2.747586 -0.891461 -4.919649 -0.5 -2.6 -0.2 -0.34
O 3.991808 -1.233778 -5.565434 0.4 0.3 -0.4 -0.40
C 4.847107 -1.814880 -4.706981 -1.9 0.1 1.8 0.56
O 6.017546 -1.934562 -4.793066 0.4 -0.2 -0.4 -0.53
O 4.120715 -2.229645 -3.564207 1.0 0.4 -1.4 -0.30
H 2.191872 -2.833532 -3.946563 0.0 0.6 0.1 0.17
H 2.424337 -1.374871 -2.788080 0.0 -0.8 -1.1 -0.51
H 2.751911 0.101643 -4.608915 0.4 1.7 0.7 0.28
H 1.884473 -0.997846 -5.594197 0.7 -0.3 0.1 0.27
C -0.568219 -2.983041 4.032828 0.4 -0.6 -1.3 -0.57
C -1.974439 -2.765784 4.583936 1.0 2.3 -0.1 -0.40
O -2.113742 -1.285730 4.427982 -0.5 -1.0 0.1 -0.44
C -1.186835 -0.815281 3.614141 0.4 0.7 0.2 0.44
O -1.118981 0.351783 3.280415 0.1 -1.3 0.4 -0.57
O -0.297876 -1.758653 3.275483 -0.1 -0.5 0.1 0.34
H -0.494946 -3.881527 3.358391 -0.3 1.1 0.3 0.26
H 0.240126 -3.073401 4.740890 0.0 0.2 0.6 0.43
H -2.034681 -2.866893 5.663455 -0.4 -0.7 -0.2 0.37
H -2.715616 -3.191467 3.930137 -0.4 -0.4 0.3 0.21
C -4.198328 4.524676 0.115464 0.5 -0.5 0.3 -0.27
C -3.843765 3.023311 0.049337 -0.7 0.9 0.0 1.24
O -4.151678 2.691891 -1.312216 0.0 0.3 -0.4 -0.10
C -4.892812 3.673177 -1.878412 0.4 0.9 1.2 0.51
O -5.311853 3.654757 -2.983270 -0.3 -0.2 -0.6 -0.55
O -5.070400 4.734000 -1.003173 0.6 -1.2 -0.6 -0.40
H -3.279309 5.110556 0.073848 -0.2 0.2 -0.5 0.15
H -4.712674 4.806521 1.020451 -0.3 0.0 0.2 0.36
H -4.481677 2.417614 0.668100 -0.2 -0.3 0.4 -0.31
H -2.805917 2.849831 0.280342 0.3 -0.1 -0.2 -0.59
C -0.676829 -3.003759 -1.934308 -1.1 0.1 -1.7 0.08
C -0.301602 -4.365925 -1.445580 0.7 -0.7 2.5 -0.39
O -0.649243 -4.206680 0.006950 0.6 -0.6 0.1 -0.47
C -1.410974 -3.118459 0.228300 0.5 -1.0 -3.0 0.11
O -1.937654 -2.812207 1.237236 -0.3 0.2 1.3 -0.27
O -1.566953 -2.482005 -0.959482 -0.5 0.3 1.0 0.15
H -1.245734 -3.060674 -2.888788 0.5 0.1 0.6 0.32
H 0.095059 -2.285719 -2.050944 1.0 0.4 -0.1 -0.05
H 0.776133 -4.741877 -1.445559 -1.4 1.0 -0.3 0.21
H -0.959201 -5.151314 -1.805043 0.0 0.0 -0.2 0.29
C -2.883459 1.298081 -4.242344 0.6 -1.9 -1.4 -0.09
C -3.430777 0.011634 -3.587554 0.0 0.0 0.9 -0.16
O -2.213626 -0.794308 -3.365631 -0.6 0.0 -0.2 -0.21
C -1.227161 -0.362746 -4.170816 0.5 -0.2 -0.3 0.60
O -0.166179 -0.934965 -4.362580 -1.6 0.7 0.4 -0.53
O -1.614379 0.753591 -4.777756 0.0 0.9 -0.3 -0.42
H -2.679318 2.130221 -3.632670 0.4 0.7 1.1 0.06
H -3.423545 1.667045 -5.127452 -0.1 -0.4 0.5 0.35
H -4.107986 -0.495578 -4.315556 0.5 0.1 0.8 0.28
H -3.875034 0.104432 -2.550743 0.3 0.2 -1.5 0.09
C 2.437883 1.660887 3.793604 -1.0 0.1 -1.1 0.87
C 1.458657 2.322321 4.787348 2.0 -0.5 2.6 -0.34
O 1.168653 1.198325 5.735629 -0.4 1.2 -1.3 -0.35
C 1.615744 0.079749 5.202609 1.1 -2.5 1.0 0.61
O 1.478609 -1.028891 5.684197 -0.4 1.2 -0.5 -0.62
O 2.430074 0.254222 4.140741 -0.4 1.2 -0.1 -0.23
H 3.480527 2.070108 3.818978 -1.1 -0.5 -0.1 0.31
H 1.937931 1.746590 2.806769 1.1 0.0 0.4 -0.44
H 0.516409 2.756745 4.455817 0.3 -0.2 -0.3 0.27
H 2.091045 3.002974 5.422325 -1.2 -0.1 -0.7 0.30
C 5.637715 -0.668686 -1.330941 -1.1 -0.2 0.8 -0.23
C 6.139540 -0.356877 0.083427 0.7 0.7 -0.7 -0.35
O 5.256750 0.662677 0.534750 0.0 0.1 0.9 -0.40
C 4.221835 0.854989 -0.295711 4.0 -4.2 -1.3 0.43
O 3.341903 1.551497 -0.077039 -4.0 3.1 0.6 -0.47
O 4.369479 0.046563 -1.391758 0.0 0.3 0.3 -0.23
H 5.435338 -1.744811 -1.481427 0.2 0.7 -0.1 0.11
H 6.262545 -0.223147 -2.065127 0.6 0.0 -0.8 0.48
H 7.126535 0.139606 0.075090 -0.2 -0.7 0.0 0.28
H 6.126754 -1.249349 0.700332 -0.1 0.2 0.4 0.24
C -0.070925 1.316723 1.010155 0.7 2.0 2.6 0.95
C -0.237267 -0.073131 0.601258 0.3 -2.1 -1.2 -0.04
O -0.054517 0.024836 -0.821756 0.1 -0.6 -0.7 0.52
C -0.195102 1.276265 -1.233597 0.5 0.1 1.1 -0.12
O -0.189306 1.599909 -2.377062 -0.3 0.7 -0.3 -0.63
O -0.278309 2.102990 -0.135885 -0.2 -0.4 -2.4 -0.13
H 0.941302 1.513958 1.384468 -0.3 0.1 -0.2 -1.85
H -0.824210 1.657658 1.738588 0.7 -0.3 -0.3 1.02
H -1.243888 -0.341346 0.762567 -1.3 -0.7 0.2 0.08
H 0.412943 -0.943215 0.903892 -0.4 1.5 0.3 -0.35
N -6.719643 -0.187955 0.687148 1.0 -0.3 0.4 0.06
C -6.229520 0.561294 1.724083 1.4 -0.1 0.1 -0.85
C -5.049752 -0.022504 2.158365 0.4 -0.2 0.1 -0.11
C -4.849988 -1.237142 1.393690 -0.9 1.5 -0.1 -0.03
C -5.870230 -1.260535 0.453250 0.3 -0.5 0.3 -1.01
H -7.540315 0.098023 0.201433 -0.2 -0.3 -0.5 0.19
H -6.632564 1.533152 1.963200 -0.2 -0.2 0.1 0.47
H -4.290939 0.388845 2.859608 -1.0 -0.4 -0.4 0.42
H -4.032091 -1.927713 1.543844 -0.2 0.1 -0.4 0.46
H -5.986218 -1.985408 -0.357280 -0.4 0.5 0.4 0.40
N 3.244801 -3.618978 1.775117 0.9 -1.0 -1.8 0.11
C 3.712014 -4.228169 0.614670 -1.3 2.2 0.2 -1.27
C 3.441932 -3.334974 -0.409556 -0.3 -0.7 0.9 -1.03
C 2.779507 -2.212817 0.187027 0.5 -0.1 -1.4 1.51
C 2.728385 -2.409038 1.521579 -0.7 0.4 1.0 -1.58
H 3.386140 -4.008117 2.650269 0.1 -0.6 1.8 0.17
H 3.955170 -5.244874 0.639199 0.7 -1.1 -0.1 0.41
H 3.606747 -3.529794 -1.450993 0.1 0.1 -0.2 0.63
H 2.394561 -1.395137 -0.374174 -0.2 0.6 -0.1 0.34
H 2.317178 -1.844976 2.348006 0.0 0.2 -0.2 0.76
```
Positions in Å, forces in eV/Å.